Here is a molecular structure, C69H62N6O6P2SSrTe in a non-equilibrium geometry from the OMol25 dataset. Energies are from ωB97M-V with the def2-TZVPD basis set.

Structure (XYZ):
```
148
Properties=species:S:1:pos:R:3:lowdin_charge:R:1
H -1.91 5.30 1.84 0.0546
H -3.06 -2.76 2.29 0.0775
H 2.76 -1.16 -3.31 0.1154
C -0.49 2.90 -2.35 -0.0814
H 2.37 -2.69 -1.30 0.0655
C 0.30 -3.98 0.72 -0.1098
C 3.36 1.60 -4.57 -0.2157
C 0.60 -1.12 -3.33 -0.4738
C -2.24 1.59 -1.87 -0.5781
C 1.86 3.81 3.09 -0.0117
C -1.31 -2.52 0.20 -0.4182
C -7.41 0.53 -0.85 -0.1171
C -1.74 3.46 -0.31 -0.2068
C 2.85 3.07 -1.01 -0.3395
C 0.31 -1.38 -6.46 -0.5652
H -4.74 1.99 0.62 0.0989
C -3.88 0.41 3.11 -0.1199
H -1.86 -4.48 1.06 0.0759
H -5.15 -1.98 -0.89 0.0908
C 3.68 -1.27 1.89 -0.3375
O -1.97 0.48 -2.28 -0.0532
C 2.84 1.67 -3.16 -0.2195
H 4.68 1.17 -0.53 0.1012
C -5.35 1.22 0.17 -0.1119
C 3.60 -2.40 4.02 -0.0966
C 2.28 -2.63 -0.21 -0.3037
C 0.59 6.11 2.17 -0.1022
H 5.09 0.45 -4.07 0.1043
H -3.85 1.42 2.72 0.0878
H 6.74 -2.82 -2.56 0.0912
H -0.60 5.97 3.95 0.0966
O 4.51 3.74 1.93 0.0948
C -2.20 4.62 -0.97 -0.0877
H 1.69 2.69 -5.35 0.1203
H -2.74 -1.82 -1.23 0.0798
H 4.52 3.55 -3.95 0.1147
C 2.61 2.16 -5.60 -0.0264
H 1.56 -2.73 -5.33 0.0915
H 0.29 2.26 -2.71 0.0803
C -1.72 3.28 1.10 -0.2993
H 5.15 0.30 1.76 0.0984
H 2.41 2.44 -7.71 0.0976
O 0.74 -0.18 2.18 -0.8471
H 2.93 -3.39 -7.24 0.0976
H 0.08 7.00 1.80 0.0966
C 6.32 0.41 -1.66 -0.0936
H 0.66 -2.20 -3.26 0.0473
C -4.30 1.59 -2.98 -0.0209
C 0.83 4.38 3.81 -0.0829
H -7.44 -1.48 -1.60 0.0931
H 1.91 5.97 0.47 0.1181
C 5.13 -2.07 -1.37 -0.0908
H -0.30 4.44 -3.74 0.0947
C -2.45 4.35 1.89 -0.0493
C 3.53 3.98 1.24 -0.3042
Sr 0.41 0.90 0.17 1.3625
H -2.53 4.06 2.93 0.0543
H -4.16 2.04 -3.97 0.0976
H -1.36 2.40 5.40 0.0702
C 6.30 -1.95 -2.11 -0.1034
H -5.30 1.79 -2.61 0.0780
H 0.12 -0.79 -2.42 -0.0040
C 3.01 2.02 -6.91 -0.0820
H -4.52 -1.23 6.00 0.0883
C 3.27 2.85 -2.37 -0.0687
C 6.90 -0.71 -2.25 -0.1201
C 4.17 1.32 -7.21 -0.1047
C 0.05 -0.90 -7.74 -0.1752
H -4.54 1.06 5.03 0.0955
N -1.26 2.38 -1.19 -0.0676
N -1.15 2.23 1.68 -0.0639
C 2.27 4.41 1.90 -0.1400
C 0.81 -1.30 -8.83 -0.1146
H 5.55 6.14 -3.63 0.0677
H -0.43 1.07 5.78 0.0458
H 2.34 2.90 3.41 0.1110
H 5.24 5.37 -0.18 0.1192
H -4.12 0.52 -3.03 0.0881
C -4.23 -1.07 4.97 -0.1110
N -1.28 2.24 3.06 -0.0038
C -1.09 -3.78 0.73 -0.1158
H 5.04 -1.78 5.49 0.0860
C 5.97 5.53 -2.83 -0.0780
C 4.92 0.76 -6.19 -0.0799
H 0.51 3.90 4.73 0.0893
O 1.86 2.48 -0.49 -0.2434
H 0.59 -0.91 -9.81 0.0925
C -3.43 -1.93 2.87 -0.0808
C 2.12 -2.70 -7.39 -0.0981
H 7.82 -0.61 -2.82 0.0915
C -0.85 4.08 -2.87 -0.0972
Te -0.81 -0.61 -4.85 1.3294
H 6.79 4.95 -3.27 0.0669
C 1.86 -2.19 -8.66 -0.1187
O 1.68 0.96 2.06 -0.5166
C 1.61 5.54 1.42 -0.0134
C 4.73 -0.48 2.38 -0.0831
H 0.86 -4.85 1.04 0.0764
H 5.83 0.21 -6.42 0.0959
C 4.25 3.68 -2.91 0.0011
C -6.86 -0.72 -1.09 -0.1002
C -4.26 0.21 4.43 -0.1024
H -0.76 -0.19 -7.90 0.0831
N 2.13 0.72 -2.70 0.1150
P -3.06 -0.31 0.55 1.1159
C 4.52 0.90 -4.87 -0.0236
H -3.42 -2.71 0.15 0.0718
H 4.48 1.20 -8.24 0.0909
H -8.42 0.75 -1.16 0.0899
C 4.66 4.72 -0.82 0.0016
H 2.09 -0.21 -4.61 0.0727
H -2.18 5.83 -2.73 0.0678
C 5.14 0.28 -0.95 -0.1015
C 4.66 -1.63 4.49 -0.1160
N -1.16 1.43 5.18 0.0223
C 4.53 -0.96 -0.78 -0.3481
N -0.13 -1.91 -0.12 0.0363
H -7.06 2.48 -0.04 0.0990
H 6.77 1.39 -1.78 0.1045
C 0.21 5.54 3.37 -0.1184
H 3.13 -3.14 4.66 0.0943
P 2.99 -0.98 0.22 1.0904
H 4.67 -3.05 -1.26 0.0919
C -3.48 -0.66 2.31 -0.3380
C 3.11 -2.22 2.73 -0.0920
C -6.65 1.50 -0.21 -0.1015
H 2.88 -3.45 0.22 0.0819
H 2.26 -2.79 2.40 0.0919
H -3.44 4.50 1.47 0.0702
H 6.02 -0.04 4.02 0.0940
C -0.85 1.31 3.80 -0.6804
S 0.08 -0.21 3.64 0.9973
C 3.65 3.96 -0.25 -0.0989
H 6.41 6.20 -2.09 0.0634
O -3.38 2.23 -2.09 -0.0132
C 1.35 -2.30 -6.31 -0.1345
C -3.80 -2.13 4.19 -0.0952
C 1.96 -0.45 -3.55 -0.3086
C -4.79 -0.04 -0.04 -0.3389
H -3.75 -3.13 4.61 0.0934
C 0.84 -2.81 0.18 -0.4401
C -1.84 4.92 -2.25 -0.1340
H 2.48 -2.49 -9.50 0.0891
H -2.80 5.33 -0.41 0.0946
C 5.21 -0.67 3.66 -0.0962
C 4.93 4.65 -2.19 -0.2872
C -5.56 -1.00 -0.69 -0.0838
C -2.66 -1.97 -0.14 -0.3141
```

Properties
E: -4826.16755 Ha
HOMO level: -1.3 eV
HOMO-LUMO gap: 4.777 eV
charge: -2
maximum force: 1.97 eV/A